The following is a DFT calculation (wB97M-V/def2-TZVPD) of 7 unconnected molecules or ions with the total composition C42H36F48N2O8 in a non-equilibrium geometry.

```
136
Properties=species:S:1:pos:R:3:forces:R:3:lowdin_charge:R:1
C 3.9131 3.1855 0.3265 -0.74 0.47 -0.79 0.031
C 3.5385 4.5573 -0.3433 -0.29 -0.84 0.09 -0.479
O 4.3203 5.2858 -0.8790 0.19 -0.11 0.23 0.120
O 2.1815 4.8766 -0.3209 1.03 -0.27 0.87 -0.086
C 1.8932 5.9705 0.5802 -1.32 0.10 -0.45 -0.147
C 0.3089 6.0781 0.6377 0.43 -0.41 -0.05 -0.113
C -0.3278 4.6749 0.9327 -0.36 -0.14 1.57 -0.130
C -0.6099 4.3850 2.3066 -0.48 -1.71 -2.03 -0.016
C -1.2025 3.0486 2.6546 0.49 0.62 -2.03 -0.046
C -1.4644 2.1050 1.6199 0.34 1.15 0.63 -0.011
C -1.1664 2.3741 0.1763 -0.19 0.48 2.76 -0.179
N -1.4450 1.3603 -0.7224 1.49 3.04 -1.49 0.107
C -1.1056 1.7726 -1.9630 0.04 -0.13 -0.41 -0.095
C -0.5696 3.0954 -2.3359 -0.09 -0.26 1.10 -0.079
N -0.3165 4.0656 -1.4402 -0.94 -2.31 -0.25 0.122
C -0.6043 3.6810 -0.1493 0.02 0.50 0.98 -0.155
H 4.5889 2.6051 -0.3693 -0.68 0.96 1.14 0.074
H 4.3797 3.4152 1.3114 -0.18 -0.26 -0.89 0.066
H 2.9745 2.6007 0.5069 0.87 0.49 -0.11 0.094
H 2.3460 6.9009 0.1563 -0.30 -0.64 0.63 0.132
H 2.2629 5.7201 1.6067 -0.11 0.31 -0.78 0.128
H 0.0751 6.7783 1.4779 0.06 -0.65 -0.58 0.111
H -0.1051 6.5459 -0.2915 0.50 -0.63 0.66 0.116
H -0.3976 5.1527 3.0865 -0.23 -0.82 -0.71 0.109
H -1.4412 2.8153 3.7204 0.24 0.15 -1.15 0.104
H -1.9234 1.1231 1.9183 0.65 1.70 -0.64 0.085
H -1.2542 1.0355 -2.7913 0.13 0.74 0.84 0.107
H -0.3322 3.3160 -3.4027 -0.33 -0.29 0.97 0.112
C 0.5359 -4.1888 1.8182 0.06 -0.53 -0.60 -0.044
C 1.3285 -3.6758 3.0363 0.03 0.53 -0.69 -0.432
C 0.5644 -3.6065 4.3586 -0.07 -0.04 0.84 -0.298
F -0.4908 -2.7689 4.3004 0.14 -0.01 -0.10 0.095
F 1.3741 -3.1370 5.3437 0.25 -0.06 -0.22 0.092
F 1.8797 -2.4792 2.7317 -0.07 -0.03 0.20 0.130
F 2.3752 -4.5385 3.2174 -0.23 -0.21 0.24 0.096
O -0.0019 -3.2075 0.9316 -0.32 0.57 0.94 0.044
C -1.2399 -2.6432 1.2509 0.33 -1.32 -0.34 -0.513
C -1.1388 -1.1424 1.5409 0.29 0.57 -0.11 -0.282
F -0.2894 -0.8946 2.5601 -0.06 -0.17 -0.07 0.097
F -2.3511 -0.6405 1.9057 -0.22 -1.02 -0.08 0.062
F -1.8128 -3.3303 2.2591 -0.24 0.36 0.00 0.139
F -2.0277 -2.8329 0.1746 0.03 0.35 0.07 0.146
H 1.2554 -4.7304 1.2018 0.10 0.20 0.06 0.149
H -0.2105 -4.9356 2.0947 -0.02 0.23 0.24 0.140
H 0.2106 -4.5918 4.6601 0.03 0.01 -0.13 0.149
H -0.7848 -0.5969 0.6637 -0.14 -0.16 -0.13 0.151
C 5.3713 0.0684 -3.4458 -0.71 0.15 -0.40 -0.041
C 5.9018 0.0922 -1.9991 -0.26 -0.81 -0.31 -0.431
C 7.2561 0.7728 -1.7928 0.46 0.40 0.48 -0.298
F 8.2447 0.1665 -2.4775 -0.15 0.00 0.05 0.095
F 7.6061 0.7231 -0.4822 -0.30 -0.04 0.01 0.092
F 5.9097 -1.1675 -1.5101 0.21 0.14 0.03 0.134
F 4.9849 0.7801 -1.2552 0.28 0.11 -0.22 0.082
O 5.5761 -1.1304 -4.1943 1.08 -0.01 0.38 0.041
C 6.7989 -1.2938 -4.8495 -1.13 1.00 -0.13 -0.521
C 7.6060 -2.4725 -4.2979 0.32 -0.58 0.24 -0.280
F 7.8553 -2.3264 -2.9802 -0.17 0.07 -0.13 0.097
F 8.8043 -2.5579 -4.9214 -0.18 0.20 -0.21 0.100
F 7.4884 -0.1379 -4.8307 0.32 -0.31 -0.15 0.139
F 6.5030 -1.5338 -6.1456 0.21 -0.37 0.10 0.147
H 4.2856 0.1434 -3.3657 0.07 -0.16 0.16 0.149
H 5.6696 0.9533 -4.0112 0.26 -0.08 0.16 0.147
H 7.2176 1.8246 -2.0904 -0.15 -0.02 -0.06 0.176
H 7.0669 -3.4114 -4.4405 -0.13 0.10 -0.12 0.176
C 1.7498 -9.9240 5.5154 0.36 -0.72 -0.09 -0.043
C 0.8473 -8.9166 4.7774 -0.50 -0.60 0.44 -0.436
C 1.2860 -7.4530 4.8294 0.22 0.55 -0.22 -0.286
F 1.3230 -6.9705 6.0852 -0.08 -0.07 -0.13 0.100
F 0.4021 -6.6757 4.1441 -0.13 -0.38 -0.18 0.074
F -0.4233 -9.0562 5.2170 0.09 0.24 0.00 0.133
F 0.8347 -9.2883 3.4642 0.34 0.27 -0.02 0.106
O 1.3443 -10.3219 6.8248 -0.19 1.11 0.22 0.041
C 1.7088 -9.5066 7.8995 0.78 -0.80 -0.97 -0.520
C 0.4975 -8.8869 8.6021 -0.58 0.22 0.36 -0.279
F -0.2424 -8.1476 7.7495 0.14 -0.17 -0.04 0.096
F 0.8991 -8.0623 9.5967 0.27 -0.19 -0.07 0.102
F 2.6022 -8.5843 7.4939 -0.13 0.16 0.42 0.139
F 2.3615 -10.3035 8.7726 -0.33 0.13 0.24 0.148
H 1.7015 -10.8469 4.9356 -0.23 0.08 0.02 0.150
H 2.8020 -9.6344 5.4892 -0.15 0.27 0.07 0.146
H 2.2714 -7.3186 4.3755 -0.01 -0.12 -0.04 0.176
H -0.1439 -9.6630 9.0250 0.15 -0.13 -0.04 0.176
C -6.4995 -0.4783 -2.6962 -0.80 0.00 0.16 -0.039
C -5.2436 -1.1263 -2.0826 -0.29 -0.48 -0.59 -0.434
C -4.0555 -0.1958 -1.8370 0.74 0.15 0.64 -0.303
F -3.5939 0.3599 -2.9778 -0.18 -0.12 -0.05 0.074
F -3.0227 -0.8886 -1.3016 -0.47 -0.28 -0.15 0.075
F -4.8797 -2.1875 -2.8387 0.16 0.16 0.02 0.130
F -5.6159 -1.6352 -0.8735 0.09 0.40 0.10 0.109
O -6.6808 -0.6189 -4.1075 1.08 0.30 -0.24 0.042
C -6.0397 0.2948 -4.9439 -0.93 0.05 1.31 -0.515
C -4.9884 -0.3646 -5.8417 0.44 -0.33 -0.47 -0.278
F -4.0446 -0.9950 -5.1143 -0.24 0.05 0.05 0.101
F -4.3552 0.5670 -6.5915 -0.28 0.15 0.10 0.098
F -5.5407 1.3076 -4.2140 0.19 0.10 -0.51 0.142
F -7.0089 0.8360 -5.7231 0.19 -0.17 -0.37 0.128
H -7.3493 -1.0131 -2.2696 0.16 -0.17 -0.08 0.149
H -6.6319 0.5560 -2.3733 0.31 -0.02 -0.08 0.146
H -4.3173 0.6052 -1.1398 -0.13 -0.03 -0.01 0.173
H -5.4515 -1.0969 -6.5068 -0.18 0.07 0.06 0.176
C 5.1429 1.1762 5.2020 0.35 -0.74 -0.08 -0.040
C 4.3045 2.1614 4.3648 -0.51 -0.60 0.48 -0.435
C 4.7476 3.6249 4.4054 0.06 0.61 -0.28 -0.297
F 4.6902 4.1450 5.6457 -0.04 -0.10 -0.12 0.097
F 3.9262 4.3819 3.6303 -0.06 -0.24 -0.12 0.080
F 3.0038 2.0385 4.7087 0.10 0.26 -0.01 0.134
F 4.3922 1.7472 3.0665 0.35 0.23 0.06 0.096
O 4.6358 0.8208 6.4885 -0.20 1.13 0.19 0.043
C 4.9192 1.6675 7.5620 0.83 -0.86 -0.94 -0.521
C 3.6594 2.3107 8.1486 -0.61 0.21 0.28 -0.278
F 2.9912 3.0248 7.2192 0.14 -0.17 -0.02 0.096
F 3.9858 3.1653 9.1466 0.28 -0.18 -0.03 0.099
F 5.8456 2.5754 7.1995 -0.15 0.18 0.42 0.137
F 5.4986 0.8965 8.5078 -0.34 0.15 0.22 0.147
H 5.1352 0.2352 4.6497 -0.23 0.08 0.00 0.150
H 6.1954 1.4626 5.2480 -0.15 0.27 0.05 0.146
H 5.7666 3.7386 4.0250 0.01 -0.14 -0.02 0.176
H 2.9839 1.5491 8.5436 0.15 -0.13 -0.02 0.176
C -7.4986 3.2816 -9.0019 0.11 -0.56 -0.57 -0.041
C -6.7417 3.8763 -7.7987 0.17 0.43 -0.68 -0.436
C -7.5333 3.9980 -6.4961 -0.03 -0.01 0.80 -0.300
F -8.6052 4.8070 -6.6191 0.11 -0.03 -0.08 0.092
F -6.7547 4.5367 -5.5239 0.21 -0.10 -0.20 0.095
F -6.2116 5.0682 -8.1564 -0.13 0.01 0.19 0.132
F -5.6835 3.0513 -7.5540 -0.30 -0.18 0.23 0.102
O -8.0413 4.2022 -9.9497 -0.43 0.61 0.87 0.040
C -9.2967 4.7530 -9.6837 0.52 -1.40 -0.23 -0.521
C -9.2391 6.2690 -9.4745 0.07 0.70 0.04 -0.280
F -8.4166 6.5960 -8.4572 -0.01 -0.17 -0.15 0.098
F -10.4658 6.7502 -9.1637 -0.07 -0.30 -0.13 0.099
F -9.8723 4.1076 -8.6518 -0.29 0.38 -0.06 0.138
F -10.0616 4.4887 -10.7660 -0.02 0.43 -0.01 0.145
H -6.7554 2.7253 -9.5751 0.10 0.21 0.06 0.149
H -8.2337 2.5332 -8.6999 -0.04 0.24 0.21 0.145
H -7.8725 3.0200 -6.1475 0.05 -0.05 -0.16 0.156
H -8.8818 6.7709 -10.3762 -0.03 -0.18 -0.10 0.176
```
Positions in Å, forces in eV/Å.

HOMO-LUMO gap: 8.3 eV
total charge: 0